The following is a quantum chemistry calculation of a cluster of 13 separate species, C66H148N8O16 in total at a distorted geometry, from the Open Molecules 2025 dataset.

E	-115489.1475	eV
net charge	+4
E_HOMO	-13.4	eV

CARTESIAN COORDINATES (ANGSTROEM)
C1 -21.587809 8.280462 16.018579
C2 -22.069634 9.690135 15.528630
C3 -22.051436 9.671524 14.034642
N1 -22.736972 10.841163 13.338729
C4 -22.547043 10.888702 11.799807
C5 -21.171891 11.234165 11.392810
C6 -20.763119 12.560756 11.977864
C7 -20.890255 12.574808 13.499793
C8 -22.279595 12.160959 13.917815
C9 -24.175226 10.753911 13.531426
H1 -22.395503 7.507271 15.896062
H2 -21.266930 8.262711 17.082406
H3 -20.793772 7.996991 15.371526
H4 -21.345738 10.403517 15.947057
H5 -23.051741 9.949579 16.011574
H6 -22.552558 8.766034 13.665229
H7 -21.033821 9.561265 13.663159
H8 -22.825546 9.891427 11.472657
H9 -23.283632 11.668915 11.508990
H10 -20.497102 10.484882 11.817324
H11 -21.002561 11.163822 10.306016
H12 -19.718927 12.861574 11.637209
H13 -21.482149 13.231487 11.560850
H14 -20.177858 11.853928 13.889076
H15 -20.677833 13.511192 13.990696
H16 -22.488321 11.996227 14.977767
H17 -22.998561 12.885560 13.514895
H18 -24.642587 11.401862 12.839903
H19 -24.424801 11.075958 14.534510
H20 -24.414255 9.682534 13.489349
C10 -30.290472 12.992146 8.152552
C11 -30.090876 13.229322 9.635744
C12 -28.739801 13.997316 9.703543
N2 -28.359169 14.868766 10.837241
C13 -29.264032 16.090746 10.864034
C14 -28.958191 16.906802 12.150888
C15 -29.161200 16.012578 13.393752
C16 -28.234570 14.817439 13.379755
C17 -28.512912 14.057298 12.094988
C18 -26.951207 15.272053 10.579564
H21 -30.328779 13.935749 7.648691
H22 -31.222966 12.454931 8.010304
H23 -29.475700 12.457469 7.637571
H24 -30.000114 12.317029 10.223329
H25 -30.939577 13.778168 10.079865
H26 -28.649847 14.641869 8.790481
H27 -27.921062 13.262696 9.587642
H28 -30.319832 15.692685 10.830915
H29 -29.097824 16.689523 9.994429
H30 -29.614355 17.800388 12.176946
H31 -27.883557 17.173200 12.158788
H32 -30.228090 15.643745 13.411066
H33 -29.101007 16.650097 14.274747
H34 -28.523104 14.147072 14.209003
H35 -27.208078 15.140502 13.542428
H36 -29.498021 13.663771 12.096438
H37 -27.805736 13.169937 12.070171
H38 -26.333594 14.346054 10.761881
H39 -26.553979 16.079991 11.190770
H40 -26.890469 15.619337 9.548508
C19 -20.754473 5.468168 4.718357
C20 -21.765760 6.629472 5.028964
C21 -22.359654 6.678644 6.365368
N3 -23.361544 7.790022 6.580874
C22 -24.386552 7.787325 5.454461
C23 -22.682952 9.153996 6.700240
C24 -22.611418 9.353305 8.170230
C25 -23.897582 8.735705 8.775017
C26 -24.149291 7.538988 7.867063
H41 -19.790702 5.593291 5.198071
H42 -20.527056 5.552549 3.661502
H43 -21.227904 4.523754 4.965733
H44 -22.532692 6.470013 4.231414
H45 -21.457643 7.607915 4.771669
H46 -21.563903 7.000869 7.069104
H47 -22.806896 5.685927 6.654207
H48 -24.764462 6.829653 5.335795
H49 -23.985423 8.192890 4.540092
H50 -25.237831 8.321419 5.869517
H51 -23.358371 9.769615 6.103873
H52 -21.719167 8.984806 6.265025
H53 -22.449973 10.345167 8.492481
H54 -21.755694 8.774107 8.564475
H55 -24.755092 9.397178 8.687887
H56 -23.797560 8.340980 9.765496
H57 -25.188919 7.416720 7.694701
H58 -23.824849 6.587315 8.291564
C27 -20.129351 1.425870 14.727198
C28 -21.257544 1.989798 13.732876
C29 -21.692828 0.893305 12.776307
N4 -22.580598 1.440822 11.697017
C30 -23.730630 2.105090 12.371263
C31 -21.917810 2.498559 10.831451
C32 -22.326875 2.220391 9.416583
C33 -23.431399 1.116255 9.451050
C34 -22.932027 0.308908 10.638429
H59 -19.281804 0.987634 14.188869
H60 -20.570496 0.741931 15.420698
H61 -19.760204 2.174796 15.378802
H62 -20.922209 2.856538 13.217748
H63 -21.976863 2.230742 14.466713
H64 -22.237848 0.097847 13.384330
H65 -20.838966 0.389316 12.295498
H66 -24.233731 1.331032 12.999951
H67 -24.537084 2.390099 11.654770
H68 -23.492650 2.962410 12.978663
H69 -22.164960 3.492433 11.100104
H70 -20.849376 2.355267 10.908393
H71 -22.704985 3.143972 8.872286
H72 -21.467810 1.838689 8.864701
H73 -24.418465 1.576350 9.713345
H74 -23.365880 0.424334 8.618092
H75 -23.632942 -0.394607 11.108072
H76 -22.033217 -0.244327 10.437383
C35 -23.948841 4.718414 15.383015
C36 -24.581213 6.062690 15.046326
C37 -25.928498 5.910798 14.307430
N5 -26.628959 7.152393 13.793552
C38 -26.795126 8.042110 14.920448
C39 -27.974278 6.801862 13.250221
C40 -27.711974 6.232472 11.842349
C41 -26.326835 6.892304 11.372939
C42 -25.833974 7.641540 12.628303
H77 -23.064469 4.938872 15.990306
H78 -23.559752 4.185996 14.535078
H79 -24.668155 4.042887 16.001517
H80 -23.940733 6.664389 14.372058
H81 -24.766488 6.646243 15.982369
H82 -26.556995 5.454245 15.092814
H83 -25.943398 5.198812 13.459319
H84 -27.275530 7.484910 15.736048
H85 -27.464950 8.893847 14.581063
H86 -25.847404 8.410641 15.304337
H87 -28.446672 7.808517 13.163476
H88 -28.526161 6.240759 14.088595
H89 -28.461458 6.507811 11.075850
H90 -27.579540 5.150454 11.910253
H91 -26.627471 7.623734 10.649589
H92 -25.666542 6.109018 11.047747
H93 -26.076430 8.658326 12.556657
H94 -24.765136 7.526476 12.831490
C43 -27.319610 11.851071 20.554934
C44 -25.888845 11.844149 19.904104
C45 -24.816061 11.744132 20.934666
N6 -23.545009 11.254744 20.293308
C46 -23.052488 12.117865 19.138947
C47 -23.584656 9.803269 19.827808
C48 -22.062558 9.469858 19.782508
C49 -21.365562 10.329385 20.811863
C50 -22.427591 11.330608 21.279506
H95 -28.173207 11.439366 19.947279
H96 -27.538727 12.835667 20.900252
H97 -27.372194 11.189950 21.426657
H98 -25.755758 12.795912 19.366176
H99 -25.754211 11.009343 19.206484
H100 -25.094630 10.934935 21.607042
H101 -24.510107 12.708547 21.435545
H102 -23.185476 13.125034 19.540601
H103 -23.672634 11.921438 18.190755
H104 -22.008178 11.873470 18.955939
H105 -24.071734 9.774659 18.751518
H106 -24.035936 9.197328 20.650683
H107 -21.666745 9.749408 18.797845
H108 -21.831470 8.383953 19.994159
H109 -20.533950 10.807507 20.300407
H110 -20.984646 9.750924 21.712415
H111 -22.110180 12.355983 21.351012
H112 -22.868775 11.014899 22.244930
C51 -33.546237 2.947035 9.001051
O1 -34.747305 3.148033 8.265228
C52 -35.756740 2.170517 8.558953
C53 -36.949129 2.628503 7.686017
N7 -36.382946 3.457131 6.623351
H113 -35.990385 4.243974 7.139793
H114 -35.588490 2.896430 6.241617
C54 -37.307171 3.993429 5.575421
C55 -36.558606 5.066051 4.777102
O2 -36.133642 6.054016 5.758362
C56 -35.603639 7.230079 5.116286
H115 -33.242751 1.868689 8.848310
H116 -33.598809 3.127235 10.068853
H117 -32.807605 3.615245 8.569240
H118 -36.085495 2.069101 9.593950
H119 -35.420809 1.235931 8.126756
H120 -37.679546 3.247230 8.172853
H121 -37.515393 1.760368 7.315807
H122 -38.128101 4.481887 6.130607
H123 -37.611955 3.144840 4.898390
H124 -37.181854 5.508914 4.036817
H125 -35.629772 4.831570 4.249420
H126 -35.059356 6.966786 4.195817
H127 -34.922824 7.674448 5.796838
H128 -36.418299 7.914410 4.819588
C57 -33.978611 4.035573 12.996165
O3 -32.599104 4.026245 12.695863
C58 -31.739956 3.493198 13.723452
C59 -31.249200 4.570462 14.622349
N8 -30.407700 3.958493 15.680318
H129 -30.772343 3.120192 16.001673
H130 -29.028282 3.544738 14.651830
C60 -30.248182 4.806808 16.881775
C61 -29.241039 5.928770 16.887716
O4 -29.508853 6.905066 15.922126
C62 -30.327044 8.064424 16.279958
H131 -34.238133 4.767809 13.684755
H132 -34.403504 3.098351 13.326534
H133 -34.517114 4.266192 12.107291
H134 -30.906847 3.077766 13.164851
H135 -32.326163 2.729564 14.302644
H136 -32.091955 5.158786 15.133266
H137 -30.704459 5.311601 14.071603
H138 -29.933060 4.105130 17.638736
H139 -31.217076 5.263821 17.096379
H140 -28.239577 5.499044 16.685012
H141 -29.195919 6.377523 17.905196
H142 -31.410773 7.858030 16.391736
H143 -30.124170 8.773919 15.467072
H144 -29.875196 8.372959 17.197814
O5 -24.613274 10.799803 16.989425
C63 -20.069099 4.648086 16.799017
O6 -18.992974 4.725201 16.426484
O7 -21.146038 4.546295 17.233178
H145 -25.568346 10.949728 17.020715
O8 -21.600920 5.500732 12.304624
C64 -22.756208 6.007143 11.802459
O9 -22.704416 7.153539 11.443219
O10 -23.805834 5.228474 11.796492
H146 -20.957406 6.179272 12.093325
O11 -27.058947 2.826414 15.732541
C65 -27.257875 2.648938 14.382802
O12 -28.368281 3.230955 13.986883
O13 -26.459473 2.143540 13.589250
H147 -26.272081 2.311878 15.943108
O14 -27.752034 10.929070 10.225108
C66 -26.631643 11.114656 11.158580
O15 -27.031239 10.802311 12.349392
O16 -25.597518 11.607160 10.723644
H148 -28.430418 10.418590 10.649538

Forces on the atoms, in the same order (eV/Å):
-1.654 0.189 0.337
-0.155 -0.447 2.030
-0.193 -0.294 -1.110
1.671 0.413 -0.756
-1.061 -0.135 0.890
1.746 -0.718 0.441
1.344 0.758 -0.406
0.032 -1.158 -0.007
-0.906 -0.292 -0.195
-0.318 -1.086 1.590
0.658 0.754 0.134
-0.156 0.144 -0.791
1.043 -0.548 -0.280
-0.077 0.061 -0.325
0.462 -0.156 -0.637
-0.126 0.224 -0.059
0.094 0.389 -0.051
-0.355 -0.036 -0.250
0.398 -0.765 -0.214
0.101 -0.263 -0.186
-0.393 0.237 0.359
-1.368 -0.314 0.489
-0.279 1.197 -0.291
0.302 -0.134 0.268
0.160 0.490 -0.173
0.370 0.707 0.038
0.016 -0.050 0.253
-0.817 0.073 -0.791
0.009 0.038 0.499
-0.485 0.577 -0.517
-0.178 -0.690 0.053
1.061 0.847 0.675
0.198 -0.439 -1.706
-0.495 0.379 0.336
-0.542 -0.454 1.873
-0.313 -0.871 -0.088
-1.633 0.821 -0.154
-1.139 0.170 0.226
2.587 -0.889 0.654
1.192 -0.930 0.178
-0.534 0.790 -0.276
-0.160 -0.187 -0.397
-0.042 -0.124 0.520
0.018 -0.128 -0.183
0.320 -0.051 -0.393
-0.319 -0.282 0.830
-0.291 0.112 0.008
1.062 0.563 0.118
0.280 0.102 -0.799
0.594 -0.458 -0.014
-0.697 0.477 -0.195
0.732 0.260 -0.138
0.437 -0.241 0.225
0.345 0.160 -0.345
0.242 -0.243 -0.227
-0.961 -0.172 0.006
-0.807 0.923 -0.540
-0.492 0.911 -0.516
-0.453 -0.186 0.324
0.045 -0.261 -0.011
-0.324 1.660 0.376
-0.748 -1.482 -2.702
0.423 -0.345 2.008
-1.724 -1.298 -1.099
0.434 1.568 1.365
-0.976 -1.380 -0.451
-0.066 -1.180 1.572
0.216 -0.116 -1.418
1.155 -0.126 0.673
0.009 -0.142 0.501
-0.180 -0.382 -0.205
0.184 -0.179 -0.092
0.035 -0.091 0.764
1.243 1.001 -0.341
-0.305 -0.912 0.046
0.307 1.135 -0.058
-0.262 -2.120 -0.408
0.010 0.174 -0.132
0.088 0.703 -0.500
0.473 0.696 0.395
0.473 0.647 -0.563
0.027 1.289 0.093
-0.233 0.183 -0.163
0.058 0.296 0.336
0.198 0.247 0.791
-0.894 -0.076 -0.686
0.368 0.250 0.087
-0.614 0.147 -1.927
2.266 -1.896 1.506
-0.108 -0.700 0.918
0.176 -0.123 -0.442
-2.798 -1.925 -0.253
0.857 -0.946 -0.201
-1.255 0.356 -2.058
0.787 0.355 1.355
-1.285 1.174 1.742
-0.204 -0.057 0.218
-0.302 -0.949 0.070
0.464 1.154 0.265
0.299 0.828 -0.376
-1.462 0.580 0.175
0.362 0.936 -1.118
-0.218 0.359 0.085
0.514 0.591 -0.279
0.998 0.021 0.333
0.543 0.132 -0.332
-0.438 0.682 0.910
0.291 0.060 0.283
0.533 -1.055 0.748
-0.091 0.043 -0.162
0.679 -0.762 -0.818
-0.674 0.441 -0.491
0.002 0.396 -0.098
0.641 0.080 -0.080
-0.700 -0.301 1.563
-0.636 1.034 -1.003
-0.637 -1.710 0.608
1.177 -2.043 0.371
-0.872 2.047 0.605
-0.978 0.551 0.237
0.840 0.043 0.042
-1.861 -0.252 1.977
0.459 -0.692 -0.411
-0.318 -0.245 0.161
-0.261 -0.161 -0.586
1.272 1.178 -1.075
0.206 -0.357 0.611
0.281 -0.435 -0.699
-0.398 0.289 -0.526
0.645 0.373 0.415
-0.017 0.264 -0.427
1.033 -0.806 0.613
0.057 0.216 -0.241
-0.009 -0.758 -0.009
0.750 0.552 -1.766
0.029 -0.407 0.852
-0.297 0.051 -0.277
0.479 0.295 -0.777
0.499 0.114 -0.277
-0.298 1.655 -0.226
-0.297 -0.072 -0.168
0.169 -1.398 -0.401
-1.633 0.603 -0.304
1.010 0.174 -0.141
0.961 -0.185 -0.800
-1.618 0.093 -0.598
0.510 -0.248 -0.814
-0.347 -1.464 -0.432
0.389 -0.020 1.362
-0.437 -1.030 1.097
1.085 0.798 -0.016
-0.434 0.696 0.181
0.349 0.099 0.100
-0.126 -0.509 -0.213
-0.199 0.313 0.014
0.208 0.327 0.608
-0.758 -1.067 -0.237
0.343 0.117 -0.448
0.498 0.016 1.109
-0.090 0.206 0.120
0.512 0.027 2.039
-0.123 0.536 -0.840
-0.187 -0.462 0.125
-0.554 1.094 -0.582
0.221 0.194 0.493
-0.349 0.724 -1.241
0.164 0.331 0.116
0.390 0.202 -0.339
0.579 -1.490 -0.664
-0.178 -0.173 1.697
-0.421 0.839 -1.416
-0.736 -0.980 0.573
0.236 -0.609 -1.034
0.549 0.283 -0.454
-0.563 1.038 -0.068
0.474 -0.420 -0.959
1.008 0.996 1.569
-0.360 -0.300 -0.753
-0.895 -0.666 -0.846
0.030 1.077 0.196
-0.450 0.173 0.196
0.080 -0.062 -0.019
0.467 0.104 0.087
0.197 -0.570 0.406
-0.171 0.319 0.631
0.370 0.323 -0.239
0.149 -0.445 -0.542
-0.042 0.931 0.910
-0.970 0.331 -0.490
-0.165 -1.049 -0.004
-0.029 -0.057 0.248
0.440 0.565 0.636
0.317 -0.203 0.310
0.431 -0.848 -0.743
0.194 -0.426 0.160
-1.695 -0.220 -0.833
-1.032 0.579 2.214
1.579 2.998 -1.217
-1.061 -1.897 0.412
-0.084 -0.081 1.157
-0.376 -0.272 -0.165
0.408 -0.223 0.207
-0.715 0.600 -0.822
0.810 -1.367 -0.566
-0.348 1.477 1.567
0.347 -0.670 0.313
-0.206 0.333 -0.975
0.092 -0.474 0.228
0.753 0.322 -0.462
0.699 -0.864 -0.773
0.536 0.289 -0.304
-0.184 -0.024 0.707
-0.212 -0.199 0.439
-0.259 0.310 -0.077
-0.112 -0.281 -0.398
0.640 -0.052 -0.122
-0.317 -0.063 0.404
-0.214 0.886 0.771
-0.097 -0.224 -0.053
-1.564 -0.282 1.131
1.402 0.200 -0.778
0.247 0.106 -0.320
0.227 0.003 -0.116
0.430 -1.247 0.319
-3.528 -3.377 0.568
0.053 3.423 -1.213
2.724 1.037 0.205
0.396 0.212 0.146
-0.119 -0.600 -1.194
0.976 0.422 -0.886
0.385 -0.332 -1.122
-1.434 0.729 2.106
0.211 -0.090 0.200
2.092 0.688 -0.933
-2.960 -0.628 2.151
1.427 0.381 -1.937
-0.412 -0.217 -0.234
-0.218 -0.285 0.826